A structure of composition C45H46AsBFeN10S, computed with ωB97M-V with the def2-TZVPD basis set.

The geometry in XYZ format:
```
105
C45H46AsBFeN10S | the OMol25 dataset | ωB97M-V with the def2-TZVPD basis set
Fe -1.32 -1.30 0.16
C 1.88 -4.34 0.85
C 1.18 -3.52 -0.04
N 0.45 -2.63 0.62
N 0.65 -2.85 1.93
C 1.51 -3.88 2.10
B -0.28 -2.34 3.04
N -0.52 -0.83 3.05
C -0.33 0.00 4.09
C -0.93 1.21 3.80
C -1.49 1.02 2.54
N -1.24 -0.21 2.10
N -1.65 -2.99 2.75
C -2.43 -3.69 3.59
C -3.60 -4.00 2.93
C -3.46 -3.42 1.67
N -2.28 -2.82 1.57
H 2.53 -5.16 0.62
H 1.17 -3.56 -1.12
H 1.79 -4.22 3.07
H 0.14 -2.68 4.10
H 0.20 -0.32 4.97
H -0.96 2.10 4.41
H -2.04 1.72 1.94
H -2.09 -3.93 4.58
H -4.45 -4.54 3.32
H -4.14 -3.44 0.84
N -4.97 0.07 -1.86
C -6.01 0.36 -0.96
C -7.22 0.85 -1.44
C -8.28 1.09 -0.57
C -8.14 0.83 0.78
C -6.93 0.35 1.27
C -5.87 0.14 0.41
S -4.31 -0.45 1.06
N -3.45 -0.87 -0.32
C -3.84 -0.63 -1.52
C -2.97 -1.13 -2.60
C -3.35 -1.28 -3.93
C -2.41 -1.73 -4.85
C -1.13 -2.03 -4.41
C -0.86 -1.90 -3.05
N -1.76 -1.45 -2.19
H -5.18 0.20 -2.83
H -7.34 1.02 -2.50
H -9.21 1.46 -0.96
H -8.97 0.99 1.45
H -6.81 0.13 2.32
H -4.36 -1.07 -4.26
H -2.68 -1.83 -5.89
H -0.36 -2.37 -5.08
H 0.11 -2.15 -2.65
C 4.20 4.30 -4.63
C 3.74 3.28 -3.63
C 4.48 2.92 -2.51
C 4.04 1.97 -1.61
C 4.93 1.63 -0.44
C 2.78 1.36 -1.80
As 2.01 -0.06 -0.61
N 0.36 0.50 -0.13
C -0.20 1.71 -0.41
C 0.53 2.92 -0.47
C -0.10 4.13 -0.69
C -1.48 4.18 -0.87
C -2.23 3.01 -0.80
C -1.60 1.80 -0.58
C 3.08 -0.30 1.06
C 2.93 0.49 2.21
C 2.05 1.70 2.27
C 3.70 0.19 3.33
C 4.62 -0.84 3.34
C 5.45 -1.14 4.56
C 4.77 -1.59 2.18
C 4.01 -1.34 1.04
C 4.32 -2.18 -0.17
C 2.04 1.68 -2.95
C 0.72 1.07 -3.31
C 2.52 2.64 -3.82
H 5.06 4.86 -4.27
H 3.40 5.00 -4.86
H 4.48 3.80 -5.56
H 5.44 3.39 -2.35
H 5.87 2.16 -0.53
H 5.13 0.57 -0.41
H 4.47 1.92 0.51
H 1.60 2.90 -0.33
H 0.49 5.03 -0.72
H -1.98 5.13 -1.03
H -3.30 3.04 -0.93
H -2.17 0.88 -0.52
H 1.05 1.49 1.90
H 2.48 2.51 1.67
H 1.97 2.06 3.29
H 3.59 0.81 4.21
H 5.28 -0.40 5.34
H 6.51 -1.16 4.31
H 5.19 -2.12 4.96
H 5.51 -2.38 2.15
H 5.40 -2.20 -0.33
H 3.85 -1.79 -1.07
H 3.99 -3.21 -0.02
H 0.52 0.16 -2.75
H 0.69 0.84 -4.37
H -0.09 1.78 -3.11
H 1.93 2.90 -4.69
```

Summary:
* LUMO energy (spin up / spin down): -3.098 / -4.068 eV
* HOMO energy (spin up / spin down): -9.80 / -10.02 eV
* charge: +1
* electronic energy: -6212.32737 a.u.
* 2S+1: 2